w | Molecular formula: C5H15NO
Method: DFT, wB97M-V/def2-TZVPD

Highest occupied orbital energy: -8.1246 eV
LUMO level: 0.69 eV
SMILES string: CC[C@@H](C)NC.O

ORCA input file:
```
! wB97M-V def2-TZVPD RIJCOSX def2/J DEFGRID3
* xyz 0 1
C 2.410 -0.256 0.270
C 1.802 -0.562 -1.086
C 0.371 -0.037 -1.189
C 0.029 0.724 -2.517
N -0.607 -1.054 -0.805
C -1.552 -0.780 0.250
H 2.396 0.816 0.455
H 3.452 -0.575 0.342
H 1.857 -0.743 1.071
H 2.392 -0.091 -1.884
H 1.808 -1.610 -1.379
H 0.140 0.741 -0.457
H -1.014 0.594 -2.790
H 0.247 1.756 -2.295
H 0.703 0.465 -3.336
H -0.792 -1.830 -1.412
H -1.031 -0.822 1.214
H -2.273 -1.599 0.253
H -2.103 0.156 0.185
O -3.078 1.676 5.205
H -2.280 1.342 5.635
H -2.877 1.689 4.268
*
```



x | Molecular formula: C5H15NO
Method: DFT, wB97M-V/def2-TZVPD

Highest occupied orbital energy: -8.0335 eV
LUMO level: 0.67 eV
SMILES string: CCN(C)CC.O

ORCA input file:
```
! wB97M-V def2-TZVPD RIJCOSX def2/J DEFGRID3
* xyz 0 1
C 0.342 -3.025 -0.778
C -0.125 -2.517 0.604
N -0.158 -1.091 0.782
C -1.026 -0.312 -0.077
C 1.133 -0.440 1.044
C 2.063 -0.165 -0.151
H 1.312 -2.626 -1.029
H -0.346 -2.624 -1.513
H 0.358 -4.109 -0.872
H -1.116 -2.955 0.782
H 0.499 -2.963 1.389
H -0.707 0.717 0.019
H -1.144 -0.732 -1.082
H -2.062 -0.323 0.290
H 0.950 0.434 1.662
H 1.606 -1.225 1.658
H 1.503 -0.147 -1.094
H 2.526 0.808 -0.002
H 2.814 -0.947 -0.264
O -2.029 6.486 -0.926
H -1.282 6.321 -0.334
H -2.180 5.741 -1.508
*
```



The least stable of the structures above is x, whereas w is the most stable.